(1)
{
  "formula": "C37H43EuNO2P",
  "method": "wB97M-V/def2-TZVPD",
  "homo_energy_ha": [-0.11184, -0.13504],
  "spin_multiplicity": 8,
  "orbital_gap_ev": [5.336, 5.967],
  "lumo_ev": [2.29, 2.29],
  "total_charge": -1,
  "elements": ["O", "C", "C", "H", "H", "C", "H", "H", "C", "H", "H", "H", "C", "H", "H", "H", "Eu", "C", "C", "C", "H", "C", "C", "H", "H", "H", "H", "C", "C", "C", "H", "C", "C", "H", "H", "H", "H", "O", "C", "C", "H", "H", "C", "H", "H", "C", "H", "H", "H", "H", "N", "P", "C", "C", "C", "C", "C", "C", "C", "C", "C", "C", "C", "C", "C", "C", "C", "C", "C", "C", "H", "H", "H", "H", "H", "H", "H", "H", "H", "H", "H", "H", "H", "H", "H"],
  "positions_angstrom": [[-0.34773, -0.09913, -5.87512], [-0.13056, 1.14088, -6.66491], [-0.04613, 0.42150, -7.99675], [0.83124, 1.61799, -6.43778], [-0.96867, 1.82774, -6.51515], [-0.11480, -0.84908, -7.10940], [0.91278, 0.54467, -8.50186], [-0.89748, 0.57425, -8.65503], [1.25026, -1.50272, -7.05014], [1.98615, -0.73743, -6.76403], [1.50279, -1.91449, -8.03932], [1.26837, -2.30542, -6.30430], [-1.22923, -1.82729, -7.47386], [-2.20929, -1.34051, -7.46726], [-1.24480, -2.67693, -6.77425], [-1.02159, -2.22042, -8.49006], [-0.52036, -0.29907, -0.25860], [-3.08703, -1.18041, 1.17488], [-3.07030, 0.23727, 1.28797], [-3.16319, 0.79386, -0.02331], [-3.01585, 0.79249, 2.22251], [-3.23743, -0.28998, -0.95994], [-3.17188, -1.50763, -0.21086], [-3.22204, -2.51624, -0.61437], [-3.08492, -1.88161, 2.00511], [-3.20793, 1.85851, -0.26254], [-3.36566, -0.20380, -2.04359], [1.24613, -2.44209, 1.15513], [0.11368, -3.04704, 0.52848], [0.24161, -2.85429, -0.88547], [-0.66436, -3.62106, 1.02262], [1.44671, -2.10168, -1.11792], [2.04909, -1.84161, 0.15065], [3.00096, -1.33535, 0.32630], [1.50294, -2.48550, 2.21414], [-0.42649, -3.25558, -1.64433], [1.85256, -1.82771, -2.09172], [1.81769, 1.15282, -4.46843], [0.95177, 0.38057, -3.58709], [-0.37871, 1.12241, -3.48289], [1.44897, 0.32041, -2.58013], [0.87267, -0.63246, -4.00547], [0.03764, 2.59703, -3.63300], [-0.94410, 0.90758, -2.56364], [-0.99956, 0.79437, -4.32155], [1.51221, 2.53954, -4.09583], [-0.05491, 3.02244, -2.61944], [-0.58166, 3.13702, -4.35445], [2.12385, 2.82519, -3.21541], [1.78165, 3.22220, -4.90187], [0.10254, 0.48608, 1.77552], [0.32515, 0.53038, 3.34506], [-0.97379, -0.39370, 4.20953], [-0.98423, -1.79211, 4.09140], [-1.99558, -2.53509, 4.69182], [-3.00906, -1.89509, 5.41354], [-3.02687, -0.49259, 5.48855], [-2.01689, 0.25260, 4.87816], [1.85356, -0.25499, 3.97226], [1.92173, -0.98754, 5.16896], [3.13227, -1.54760, 5.59155], [4.29271, -1.34746, 4.84120], [4.22666, -0.63849, 3.64027], [3.01731, -0.09541, 3.20441], [0.32749, 2.15032, 4.19159], [-0.18949, 3.24353, 3.48050], [-0.34025, 4.48570, 4.10167], [0.07462, 4.66993, 5.42158], [0.63021, 3.60038, 6.12779], [0.75659, 2.34629, 5.51917], [-0.19910, -2.29638, 3.52548], [-1.99155, -3.62621, 4.58770], [-3.78950, -2.48046, 5.89687], [-3.83359, 0.02020, 6.00963], [-2.03724, 1.34482, 4.93629], [1.02497, -1.14314, 5.77148], [3.16449, -2.14803, 6.50005], [5.24439, -1.75594, 5.18075], [5.12086, -0.52050, 3.02610], [2.96212, 0.43760, 2.25437], [-0.48355, 3.10942, 2.43927], [-0.77818, 5.31655, 3.54944], [-0.02976, 5.64457, 5.89475], [0.96358, 3.75244, 7.15551], [1.19232, 1.52576, 6.09105]],
  "mulliken_charge": [-0.40, -0.16, -0.87, 0.07, 0.31, 1.37, 0.28, 0.33, -1.71, 0.37, 0.43, 0.36, -1.67, 0.39, 0.36, 0.37, 1.13, -0.19, -0.22, -0.99, 0.38, -0.54, -1.00, 0.45, 0.49, 0.40, 0.51, -0.30, -0.91, -0.64, 0.35, -0.81, -0.68, 0.41, 0.72, 0.45, 0.78, -0.48, -0.47, 0.96, 0.41, 0.24, -0.71, -0.55, 0.01, -0.68, 0.37, 0.22, 0.37, 0.35, -0.44, 1.01, 0.49, 0.00, -0.81, -0.56, -0.62, -0.45, 0.33, -0.19, -0.76, -0.43, -0.68, -0.27, -0.21, -0.32, -0.57, -0.41, -0.69, -0.29, 0.11, 0.37, 0.34, 0.37, 0.36, 0.38, 0.38, 0.37, 0.38, 0.37, 0.36, 0.38, 0.36, 0.37, 0.32]
}

(2)
{
  "formula": "C37H43F2N3OPtSb",
  "method": "wB97M-V/def2-TZVPD",
  "homo_energy_ha": [-0.61671, -0.61671],
  "orbital_gap_ev": [5.873, 5.874],
  "lumo_ev": [-10.91, -10.91],
  "total_charge": 3,
  "elements": ["Pt", "F", "C", "C", "C", "C", "C", "F", "C", "C", "C", "C", "C", "C", "N", "H", "H", "H", "H", "H", "H", "C", "N", "C", "C", "C", "N", "C", "C", "H", "H", "H", "H", "H", "H", "H", "H", "H", "H", "H", "H", "H", "H", "H", "H", "C", "C", "C", "C", "C", "C", "Sb", "C", "C", "C", "C", "C", "C", "C", "C", "C", "C", "C", "C", "H", "H", "H", "H", "H", "H", "H", "H", "H", "H", "H", "H", "H", "H", "H", "C", "C", "O", "H", "H", "H", "H", "H", "H"],
  "positions_angstrom": [[-0.11831, -0.10090, -0.02038], [-1.80435, -0.06063, 5.10737], [-0.78979, 0.06297, 4.26702], [-1.05897, -0.01622, 2.90610], [-0.02692, 0.12330, 1.99996], [1.27446, 0.39552, 2.46565], [1.48628, 0.43816, 3.84779], [2.71268, 0.65244, 4.32119], [0.47675, 0.26702, 4.76917], [2.31217, 0.57179, 1.45283], [3.65334, 0.86707, 1.67990], [4.53810, 0.92396, 0.61782], [4.07575, 0.67511, -0.66579], [2.73550, 0.41842, -0.83537], [1.86512, 0.39004, 0.18446], [-2.08776, -0.18422, 2.63740], [0.67598, 0.29888, 5.83179], [4.00377, 1.03209, 2.68407], [5.58262, 1.14384, 0.79530], [4.73507, 0.67672, -1.52183], [2.33388, 0.22463, -1.81216], [0.38609, -1.51324, -2.84362], [-0.21411, -0.26786, -2.30172], [0.31010, 0.86636, -3.09891], [-1.68501, -0.29827, -2.53174], [-2.32900, -1.24996, -1.56991], [-2.14023, -0.79879, -0.15641], [-3.13972, 0.25665, 0.13596], [-2.46392, -1.99589, 0.67975], [0.08172, -1.65436, -3.88376], [0.07094, -2.37522, -2.26354], [1.47154, -1.44944, -2.80819], [-0.13831, 0.85412, -4.09569], [1.38474, 0.79788, -3.22989], [0.06474, 1.79878, -2.61204], [-1.89719, -0.60252, -3.56090], [-2.06289, 0.71876, -2.41082], [-1.88181, -2.23885, -1.65594], [-3.39669, -1.36006, -1.77127], [-4.14466, -0.16654, 0.07415], [-3.05049, 1.05086, -0.59381], [-2.98771, 0.66464, 1.13246], [-3.45956, -2.34428, 0.40052], [-2.46527, -1.75331, 1.73390], [-1.73919, -2.77978, 0.48929], [2.31622, 6.64630, -0.12228], [1.16629, 6.62304, -0.89863], [0.30766, 5.53347, -0.85565], [0.60597, 4.48838, 0.01432], [1.76812, 4.49532, 0.78845], [2.62320, 5.58111, 0.71773], [-0.74640, 2.90014, 0.22137], [-2.16460, 3.34455, -1.26705], [-3.55531, 3.25354, -1.13323], [-4.36892, 3.22030, -2.25333], [-3.81593, 3.27206, -3.52835], [-2.44147, 3.39042, -3.67899], [-1.62575, 3.42058, -2.55897], [-1.50623, 3.14579, 2.16954], [-0.62163, 3.06215, 3.24152], [-1.09508, 3.27517, 4.52582], [-2.44275, 3.53479, 4.74052], [-3.32055, 3.60617, 3.66818], [-2.85707, 3.42017, 2.37293], [2.97451, 7.50350, -0.16560], [0.93157, 7.45715, -1.54607], [-0.58477, 5.53370, -1.46446], [1.99880, 3.67706, 1.46150], [3.52320, 5.60367, 1.31704], [-4.02916, 3.26816, -0.16433], [-5.44330, 3.18101, -2.13199], [-4.45883, 3.25705, -4.39854], [-2.00817, 3.48523, -4.66622], [-0.56297, 3.58116, -2.69689], [0.43199, 2.86520, 3.09032], [-0.40897, 3.24460, 5.36223], [-2.80659, 3.69890, 5.74589], [-4.36574, 3.82987, 3.83440], [-3.54466, 3.54022, 1.55283], [0.72991, -4.68102, 0.25258], [1.39226, -3.34630, 0.02509], [0.54222, -2.25403, 0.52361], [1.41500, -5.47804, -0.03836], [-0.18075, -4.78635, -0.33806], [0.48731, -4.82944, 1.30628], [1.54363, -3.14066, -1.02988], [2.35884, -3.27502, 0.52411], [0.48925, -2.31971, 1.48688]],
  "mulliken_charge": [1.87, -0.39, -0.49, -0.14, 0.65, -0.84, 1.09, -0.35, -0.88, 0.37, -0.67, -0.79, -1.08, 0.04, 1.31, 0.78, 0.62, 0.73, 0.53, 0.55, 0.12, -1.18, -0.42, -1.32, -0.09, -1.23, -0.46, -0.82, -0.85, 0.41, 0.36, 0.34, 0.41, 0.60, 0.28, 0.71, -0.45, 0.42, 0.63, 0.60, -0.06, 0.20, 0.51, 0.33, 0.18, -0.65, -0.77, -0.61, 1.22, -0.36, -0.81, 1.31, 1.38, -0.58, -0.91, -0.77, -1.03, -1.14, 1.56, -0.79, -0.89, -0.80, -0.82, -0.69, 0.43, 0.46, 0.44, 0.19, 0.48, 0.47, 0.52, 0.48, 0.50, 0.91, 0.42, 0.54, 0.46, 0.50, 0.42, -1.21, -0.35, -0.61, 0.47, 0.28, 0.35, 0.26, 0.38, 0.27]
}

Values for energy above the lowest of the compared OMol25 structures with the same formula, charge and spin, kJ/mol, ordered as above
0.00, 98.29
Values for M, g/mol, ordered as above
716.69, 900.61